[1]
A structure of composition C16H24LiN4O at a distorted geometry. Source: the Open Molecules 2025 dataset; level of theory: wB97M-V/def2-TZVPD.

ORCA input file:
```
! wB97M-V def2-TZVPD RIJCOSX def2/J DEFGRID3
* xyz 1 1
O 2.650 -0.452 4.444
N 0.564 -0.140 5.215
N -0.326 -0.431 -5.472
N 0.210 -0.158 -3.097
N 0.934 0.206 0.559
C -1.445 -1.481 -8.072
C -0.077 -0.256 -4.228
C 1.798 0.691 7.256
C 1.096 -0.475 6.534
C -0.658 -2.292 -7.076
C 0.939 1.848 2.842
C 1.135 0.451 2.925
C -0.936 0.093 5.023
C 0.883 1.575 0.457
C 0.873 2.414 1.555
C -1.478 1.139 6.036
C -1.674 -0.156 -5.983
C -1.721 -0.104 -7.504
C 1.519 -0.182 4.248
C 0.409 -1.507 -6.222
C 1.127 -0.269 1.767
Li 0.870 0.158 -1.313
H -0.966 0.587 -7.852
H -2.562 1.158 6.060
H -1.113 -1.459 -9.105
H 0.305 -0.938 7.125
H -2.705 0.254 -7.754
H 0.788 3.499 1.438
H -1.176 0.399 4.003
H 0.972 2.033 -0.575
H 1.770 -1.272 6.284
H -1.363 -2.767 -6.455
H 0.944 2.521 3.717
H 1.105 1.491 7.552
H -2.072 0.731 -5.491
H -1.099 0.949 7.071
H -0.166 -3.193 -7.449
H -2.333 -0.827 -5.556
H 1.167 -1.388 1.856
H -1.381 -0.846 5.270
H 1.113 -1.085 -6.926
H -2.407 -1.903 -8.145
H 2.378 0.377 8.171
H -1.252 2.156 5.743
H 0.824 -2.270 -5.430
H 2.536 1.119 6.556
*
```

Summary:
frontier orbital gap: 8.944 eV
relative energy (zero: lowest compared OMol25 entry of this formula, charge and spin): 31.1 kcal/mol
HOMO: -11.7 eV

---

[2]
A cluster of 2 separate species, C4H12 in total at a distorted geometry. Source: the Open Molecules 2025 dataset; level of theory: wB97M-V/def2-TZVPD.

ORCA input file:
```
! wB97M-V def2-TZVPD RIJCOSX def2/J DEFGRID3
* xyz 0 1
C 0.476 -0.942 2.099
C -0.265 -0.032 -2.813
C 0.130 0.590 -1.467
C -0.366 0.342 2.188
H 0.269 -1.657 2.893
H 0.393 -0.156 -0.721
H -1.230 0.481 1.539
H -0.913 0.731 -3.253
H 1.506 -0.626 2.218
H 0.330 1.170 2.088
H 0.596 -0.171 -3.464
H -0.831 0.353 3.175
H 0.970 1.206 -1.731
H -0.685 1.200 -1.091
H 0.470 -1.541 1.187
H -0.851 -0.948 -2.847
*
```

Summary:
SMILES: CC.CC
frontier orbital gap: 12.803 eV
relative energy (zero: lowest compared OMol25 entry of this formula, charge and spin): 10.5 kcal/mol
HOMO: -11.6 eV

---

[3]
A cluster of 2 separate species, CHCl2O2S in total at a distorted geometry. Source: the Open Molecules 2025 dataset; level of theory: wB97M-V/def2-TZVPD.

ORCA input file:
```
! wB97M-V def2-TZVPD RIJCOSX def2/J DEFGRID3
* xyz -1 1
Cl 1.765 -1.333 0.012
Cl 1.298 1.323 -1.223
S -1.398 -0.111 1.330
O -2.540 0.478 0.646
O -0.960 0.673 2.485
C 0.656 -0.280 -1.188
H 1.179 -0.750 -2.062
*
```

Summary:
frontier orbital gap (alpha / beta): 6.025 / 6.024 eV
relative energy (zero: lowest compared OMol25 entry of this formula, charge and spin): 40.0 kcal/mol
HOMO (alpha / beta): -3.2 / -3.2 eV

---

[4]
A cluster of 3 separate species, C20H43BrNO10P4S in total at a distorted geometry. Source: the Open Molecules 2025 dataset; level of theory: wB97M-V/def2-TZVPD.

ORCA input file:
```
! wB97M-V def2-TZVPD RIJCOSX def2/J DEFGRID3
* xyz -1 1
Br -3.125 1.101 -4.437
S -1.237 2.979 2.152
P 0.244 1.861 1.448
P 2.595 0.019 -0.538
P 1.088 0.913 -3.183
P -1.393 -0.694 -0.545
O -1.457 4.782 -5.801
O 1.527 -6.060 4.636
O 2.476 1.576 -3.547
O 2.444 -0.775 1.022
O -1.382 1.082 -0.507
O 3.235 -1.159 -1.704
O -0.235 -1.542 3.874
O 0.193 -0.761 -1.336
O 3.660 1.185 -0.470
O -4.169 1.021 -1.722
N 2.405 3.974 -0.175
C 0.583 5.632 0.592
C -2.402 -0.894 -2.153
C -0.065 3.231 -0.955
C -2.389 4.267 -6.762
C 2.102 -4.758 4.457
C -0.158 -0.973 5.250
C -0.128 4.476 -6.245
C 0.887 0.568 -1.276
C -0.263 3.484 -7.380
C -1.350 -2.516 3.802
C 2.156 -4.110 5.824
C 2.326 -5.301 6.731
C -3.311 0.424 -2.562
C -0.004 1.675 -0.443
C 1.482 -6.349 6.040
C 1.028 4.232 -0.208
C -0.945 -3.136 1.139
C -2.002 -2.670 2.304
C -1.588 3.873 -7.983
C -1.504 -2.627 -0.345
H -0.413 6.093 0.187
H 2.016 -5.116 7.763
H 2.955 -3.370 5.914
H -3.168 -1.809 -2.127
H -2.633 -3.013 -0.389
H 1.845 -7.365 6.219
H 0.560 5.360 1.736
H -0.661 -1.691 6.060
H 0.571 3.527 -8.085
H 0.955 -0.828 5.609
H -0.719 0.073 5.302
H -2.884 3.398 -6.314
H 4.011 -0.680 -2.162
H -0.994 -3.536 4.283
H 0.902 -0.327 -3.948
H 0.173 -2.853 1.337
H -0.323 2.465 -6.980
H 0.333 5.409 -6.587
H 0.458 4.082 -5.410
H -1.657 -1.159 -3.047
H 1.202 -3.614 6.039
H 2.156 -1.709 0.784
H 0.436 -6.291 6.360
H -2.510 -1.645 2.034
H 1.473 6.415 0.455
H -2.819 -3.537 2.376
H -3.146 5.024 -6.983
H 3.377 -5.613 6.740
H 0.032 3.380 -2.112
H -0.055 1.751 -3.563
H 3.107 -4.891 4.041
H -1.455 4.742 -8.639
H 2.887 4.758 0.360
H -0.992 -4.325 1.100
H 1.555 2.389 1.820
H 1.503 -4.185 3.745
H 0.119 0.594 2.180
H -0.845 -3.199 -1.145
H -0.602 -0.794 0.655
H -2.058 3.075 -8.564
H -1.137 3.662 -0.660
H -2.681 -0.577 0.102
H -2.198 -2.099 4.523
*
```

Summary:
frontier orbital gap: 7.981 eV
HOMO: -5.6 eV